# 1
{"formula": "C4H6N2", "method": "ωB97M-V with the def2-TZVPD basis set", "symbols": ["H", "N", "C", "N", "C", "H", "H", "H", "C", "C", "H", "H"], "positions_angstrom": [[-1.3480, -0.8116, 0.9972], [-1.4267, -1.0018, -0.0074], [-0.9564, -0.1023, -0.7516], [-0.2886, 1.0310, -0.3701], [-0.7283, 1.9537, 0.3515], [-0.9655, -0.2639, -1.8256], [-1.7679, 2.0402, 0.6683], [-0.0540, 2.7388, 0.6622], [1.9484, -0.8493, -0.1605], [1.8248, -1.9437, 0.2996], [2.0790, 0.1113, -0.5620], [1.6831, -2.9024, 0.6984]], "forces_ev_per_angstrom": [[0.2, 0.2, -0.3], [-0.4, -0.5, 0.3], [-0.7, -0.4, -0.1], [1.1, 0.5, 0.1], [-0.4, 0.2, 0.0], [0.0, 0.1, -0.1], [-0.2, -0.2, 0.1], [0.1, 0.2, 0.0], [0.4, -0.4, 0.2], [0.0, 0.3, -0.1], [0.0, 0.5, -0.2], [-0.1, -0.6, 0.2]], "nbo_charge": [0.3339, -0.6372, 0.2515, -0.4410, -0.0034, 0.1740, 0.1540, 0.1739, -0.2370, -0.2367, 0.2387, 0.2294], "largest_force_ha_per_bohr": 0.023, "smiles": "[H]/N=C\\N=C.C#C", "orbital_gap_ha": 0.382, "de_lowest_kcal_mol": 88.0, "e_tot_ev": -7221.7748}

# 2
{"formula": "C37H41IKN10OPS", "method": "ωB97M-V with the def2-TZVPD basis set", "symbols": ["K", "N", "C", "C", "N", "C", "C", "N", "H", "H", "H", "H", "H", "H", "H", "H", "H", "H", "H", "H", "H", "I", "C", "C", "C", "C", "C", "C", "C", "C", "C", "P", "C", "C", "C", "C", "C", "C", "C", "C", "C", "C", "C", "C", "C", "H", "H", "H", "H", "H", "H", "H", "H", "H", "H", "H", "H", "H", "H", "H", "H", "S", "C", "N", "C", "C", "N", "H", "H", "H", "H", "H", "H", "N", "C", "C", "C", "N", "C", "C", "H", "H", "H", "H", "H", "H", "O", "N", "C", "C", "N", "C", "N"], "positions_angstrom": [[0.1444, 0.8084, -0.0062], [-1.4733, -1.6598, -0.1447], [-1.8456, -1.9976, -1.5272], [-1.7875, -0.7643, -2.4122], [-0.4465, -0.1709, -2.3935], [-0.2513, 0.8827, -3.3924], [-1.0164, 2.1581, -3.0452], [-0.4655, 2.7953, -1.8355], [-1.4538, -2.4929, 0.4311], [-2.2006, -1.0557, 0.2373], [-2.8495, -2.4276, -1.6140], [-1.1398, -2.7429, -1.9063], [-2.5123, -0.0388, -2.0390], [-2.0909, -1.0459, -3.4314], [0.2196, -0.9197, -2.5634], [-0.5523, 0.5595, -4.3988], [0.8172, 1.1201, -3.4299], [-2.0602, 1.9121, -2.8487], [-1.0036, 2.8122, -3.9219], [-1.1109, 3.4802, -1.4612], [0.3877, 3.2958, -2.0581], [0.8181, -1.1168, 2.8053], [1.1656, -3.0893, 3.4458], [0.7392, -3.2680, 4.7327], [0.9356, -4.4798, 5.4232], [1.6027, -5.4852, 4.8067], [2.0653, -5.3438, 3.4738], [2.7843, -6.4262, 2.9112], [3.2569, -6.3598, 1.6409], [2.9760, -5.2185, 0.8686], [2.2659, -4.1438, 1.3427], [1.8659, -2.8203, 0.0912], [1.7328, -3.8762, -1.4255], [0.6294, -4.7373, -1.4584], [0.3587, -5.5193, -2.5672], [1.1820, -5.4458, -3.6879], [2.2740, -4.5942, -3.6736], [2.5510, -3.8174, -2.5494], [3.5239, -2.0350, -0.1067], [3.6762, -1.0873, -1.1209], [4.8845, -0.4415, -1.3309], [5.9593, -0.6904, -0.4891], [5.8122, -1.5923, 0.5551], [4.6087, -2.2645, 0.7399], [1.8221, -4.1505, 2.7186], [0.2583, -2.4451, 5.2447], [0.5782, -4.5847, 6.4399], [1.8025, -6.4177, 5.3214], [2.9530, -7.3049, 3.5245], [3.8203, -7.1781, 1.2103], [3.3248, -5.2049, -0.1570], [-0.0235, -4.7999, -0.5924], [-0.4980, -6.1823, -2.5643], [0.9700, -6.0498, -4.5611], [2.9270, -4.5349, -4.5361], [3.4249, -3.1802, -2.5562], [2.8293, -0.8411, -1.7551], [4.9798, 0.2759, -2.1364], [6.8980, -0.1706, -0.6362], [6.6380, -1.7800, 1.2313], [4.5224, -2.9714, 1.5547], [-3.8591, 0.8278, 0.3761], [-3.7233, 0.3052, 1.9755], [-2.8498, 0.7366, 2.9005], [-2.9763, 0.0207, 4.1754], [-4.2072, -0.8823, 3.9464], [-4.5095, -0.6382, 2.5366], [-1.9277, 1.0528, 2.6039], [-3.1249, 0.7261, 4.9888], [-2.0717, -0.5492, 4.3832], [-5.0435, -0.6038, 4.5866], [-3.9801, -1.9346, 4.1142], [-5.3760, -0.8899, 2.0951], [6.6604, 3.2125, 0.5391], [5.3676, 2.7668, 0.3887], [4.7298, 2.0437, 1.3964], [3.4518, 1.5723, 1.1785], [2.7674, 1.7508, 0.0432], [3.3832, 2.4596, -0.9053], [4.6527, 2.9880, -0.7900], [7.0485, 3.2355, 1.4650], [6.9937, 3.9235, -0.0868], [5.2253, 1.8541, 2.3414], [2.9477, 1.0131, 1.9613], [2.8253, 2.6167, -1.8260], [5.0841, 3.5633, -1.6010], [-0.1684, 1.4479, 2.1452], [0.1615, 2.6463, 1.8247], [-0.0056, 3.5675, 2.7334], [0.3529, 4.9246, 2.3974], [0.6359, 6.0071, 2.1311], [-0.5179, 3.2456, 4.0450], [-0.9225, 2.9817, 5.0888]], "forces_ev_per_angstrom": [[0.3, -0.7, -1.4], [-0.3, 0.0, -0.2], [0.1, 0.1, 0.2], [0.2, 0.0, 0.0], [-0.1, -0.2, -0.6], [-0.1, 0.0, 0.2], [0.2, 0.0, 0.2], [-0.1, 0.0, -0.4], [0.1, 0.0, 0.0], [0.0, -0.1, 0.0], [0.0, 0.0, 0.0], [0.0, 0.0, 0.0], [0.0, 0.0, 0.0], [0.0, 0.0, 0.0], [0.0, 0.0, 0.0], [0.0, 0.0, -0.1], [0.0, 0.0, 0.0], [0.0, 0.0, 0.0], [0.0, 0.1, 0.0], [0.0, 0.0, 0.0], [0.0, 0.0, 0.0], [0.1, -0.1, 0.1], [0.2, -0.2, -0.3], [0.0, -0.2, 0.2], [-0.1, 0.1, 0.0], [0.1, -0.1, -0.1], [0.0, 0.0, 0.0], [0.0, 0.0, 0.1], [0.0, 0.0, -0.1], [0.1, -0.1, 0.0], [-0.2, 0.2, 0.2], [0.4, -0.1, 0.0], [-0.1, 0.0, 0.1], [0.0, 0.0, 0.0], [0.1, 0.0, -0.1], [0.0, 0.0, 0.1], [0.0, 0.0, 0.1], [0.0, 0.0, 0.0], [0.0, 0.0, 0.0], [-0.1, 0.0, -0.1], [0.0, 0.0, 0.0], [0.0, 0.0, 0.0], [-0.1, 0.0, 0.0], [0.0, 0.0, 0.0], [-0.1, 0.1, 0.1], [0.0, 0.0, 0.0], [0.0, 0.0, 0.0], [0.0, 0.0, 0.0], [0.0, 0.0, 0.0], [0.0, 0.0, 0.0], [0.0, 0.0, 0.0], [0.0, 0.0, 0.0], [0.0, 0.0, 0.0], [0.0, 0.0, 0.0], [0.0, 0.0, 0.0], [0.0, 0.0, 0.0], [0.0, 0.0, 0.0], [0.0, 0.0, 0.0], [0.0, 0.0, 0.0], [0.0, 0.0, 0.0], [0.0, 0.0, 0.0], [0.1, 0.0, 0.3], [0.0, 0.1, 0.0], [0.2, -0.3, 0.0], [-0.1, 0.1, -0.2], [0.0, 0.1, -0.2], [-0.1, 0.0, 0.1], [0.0, 0.4, 0.1], [0.0, 0.0, 0.0], [0.0, -0.1, 0.0], [0.0, 0.1, 0.0], [0.0, 0.0, 0.0], [0.0, 0.0, 0.0], [0.0, -0.1, -0.1], [0.1, 0.1, 0.0], [0.0, 0.0, 0.1], [-0.1, 0.0, -0.1], [0.2, 0.1, 0.0], [-0.1, 0.0, 0.1], [0.0, 0.0, 0.0], [0.0, 0.0, 0.0], [0.0, 0.0, 0.0], [0.0, 0.0, 0.0], [0.0, 0.0, 0.0], [0.0, 0.0, 0.0], [0.0, 0.0, 0.0], [-0.4, 0.5, 1.8], [0.0, 0.3, 0.1], [0.0, 0.3, 0.2], [-0.1, -0.4, 0.1], [0.0, 0.0, 0.0], [0.1, 0.2, -0.2], [0.0, 0.0, 0.0]], "lowdin_charge": [0.5504, -0.0300, -0.2584, -0.2357, -0.1444, -0.2302, -0.2570, -0.0286, 0.0548, -0.0183, 0.1120, 0.0899, 0.0681, 0.1212, 0.1010, 0.1129, 0.1118, 0.1048, 0.1083, 0.0793, 0.0652, 1.1764, -0.5832, -0.1926, -0.0784, -0.0445, -0.1625, -0.0360, -0.0606, -0.0986, -0.3155, 1.0456, -0.3908, -0.1328, -0.0839, -0.0905, -0.0822, -0.0879, -0.3679, -0.1356, -0.0932, -0.0877, -0.0776, -0.0761, -0.1741, 0.0704, 0.1073, 0.1124, 0.1138, 0.1080, 0.1074, 0.1067, 0.1042, 0.1007, 0.1025, 0.0926, 0.1002, 0.1045, 0.1045, 0.1034, 0.1002, 0.5891, -0.8861, 0.0415, -0.1298, -0.1298, 0.0085, 0.0697, 0.1079, 0.0837, 0.1120, 0.1085, 0.1259, 0.1181, -0.3286, -0.0139, -0.1451, 0.0087, -0.1642, -0.0285, 0.0947, 0.0939, 0.1152, 0.0677, 0.1018, 0.1104, -0.5635, -0.0860, -0.3015, -0.1866, 0.1375, -0.1771, 0.1602], "largest_force_ha_per_bohr": 0.037, "orbital_gap_ha": 0.291, "de_lowest_kcal_mol": 8.1, "e_tot_ev": -100532.9810}

# 3
{"formula": "C4H9NO", "method": "ωB97M-V with the def2-TZVPD basis set", "symbols": ["C", "O", "C", "C", "C", "N", "H", "H", "H", "H", "H", "H", "H", "H", "H"], "positions_angstrom": [[2.1775, 0.5432, 0.0291], [0.7734, 0.5099, 0.0802], [0.2610, -0.8007, 0.2079], [-1.2520, -0.7299, 0.0361], [-1.9607, 0.4609, 0.5399], [-1.8369, 0.2484, -0.8941], [2.5552, 0.0236, -0.8652], [2.6304, 0.0784, 0.9194], [2.4814, 1.5926, -0.0130], [0.5882, -1.2192, 1.1795], [0.6786, -1.4511, -0.5748], [-1.8015, -1.5931, -0.2931], [-1.3192, 1.2453, 0.9290], [-2.9488, 0.4017, 0.9901], [-1.0751, 0.7855, -1.2830]], "forces_ev_per_angstrom": [[0.3, 0.0, 0.0], [0.0, 0.0, 0.0], [-0.1, -0.2, -0.2], [0.1, 0.1, -0.6], [-0.1, 0.2, 0.2], [0.3, 0.4, -0.4], [0.0, 0.1, 0.1], [-0.1, 0.1, -0.1], [-0.1, -0.2, 0.0], [-0.4, 0.0, -0.2], [0.0, 0.1, 0.0], [0.2, -1.0, 1.3], [-0.1, -0.2, 0.2], [0.1, 0.0, -0.3], [0.0, 0.6, 0.1]], "nbo_charge": [-0.2435, -0.5532, -0.0731, -0.1375, -0.2620, -0.5833, 0.1668, 0.1662, 0.1958, 0.1748, 0.1670, 0.2239, 0.2079, 0.1969, 0.3534], "largest_force_ha_per_bohr": 0.032, "smiles": "COC[C@H]1CN1", "orbital_gap_ha": 0.384, "de_lowest_kcal_mol": 65.2, "e_tot_ev": -7829.4931}

# 4
{"formula": "C9H15AsO7P2RuTe4", "method": "ωB97M-V with the def2-TZVPD basis set", "symbols": ["Ru", "Te", "Te", "Te", "Te", "O", "P", "O", "O", "O", "P", "O", "O", "O", "H", "H", "C", "As", "C", "C", "C", "C", "C", "C", "C", "C", "H", "H", "H", "H", "H", "H", "H", "H", "H", "H", "H", "H", "H"], "positions_angstrom": [[0.5670, -0.6987, -0.3550], [0.9125, -2.6581, 1.2553], [-3.1269, -7.2601, 2.3204], [-1.3455, -5.4424, 2.8709], [-1.5670, -3.7186, 0.7868], [-1.9721, -0.2006, -3.5100], [-1.2423, -0.0728, -2.1009], [0.1938, 0.3463, -2.2915], [-1.3575, -1.3345, -1.2731], [-2.0671, 1.1110, -1.3971], [-1.5223, 1.8210, -0.0202], [-0.8302, 3.1666, -0.5918], [-0.3685, 0.9678, 0.4720], [-2.6624, 2.1627, 0.8368], [-2.8652, -0.5521, -3.4184], [-1.4572, 3.8918, -0.4976], [4.3006, -0.2731, 0.1640], [2.5031, 0.4556, 0.2919], [2.5003, 1.1513, 2.0990], [2.6080, 2.0771, -0.8149], [3.5911, 3.0945, -0.3400], [3.1937, 4.1032, 0.5377], [4.1059, 5.0306, 1.0175], [5.4373, 4.9702, 0.6276], [5.8445, 3.9765, -0.2512], [4.9291, 3.0498, -0.7294], [5.0480, 0.4604, 0.4650], [4.4817, -0.5917, -0.8620], [4.3611, -1.1472, 0.8122], [3.3231, 1.8470, 2.2598], [2.5774, 0.3108, 2.7881], [1.5417, 1.6434, 2.2570], [1.5880, 2.4617, -0.8213], [2.8279, 1.7228, -1.8228], [2.1537, 4.1539, 0.8397], [3.7748, 5.8058, 1.6975], [6.1499, 5.6944, 1.0013], [6.8785, 3.9245, -0.5697], [5.2519, 2.2812, -1.4228]], "forces_ev_per_angstrom": [[0.0, 0.2, 0.1], [0.0, 0.0, 0.0], [0.0, 0.0, 0.0], [0.0, 0.0, 0.0], [0.0, 0.0, 0.0], [0.0, 0.0, 0.0], [0.0, 0.1, 0.0], [0.0, 0.0, 0.0], [-0.1, 0.0, 0.0], [0.0, -0.1, 0.0], [0.0, -0.1, -0.1], [0.1, 0.0, 0.0], [-0.1, 0.0, 0.0], [0.0, 0.0, 0.1], [0.0, 0.0, 0.0], [0.0, 0.0, 0.0], [0.0, 0.0, 0.0], [0.0, 0.0, 0.0], [0.0, 0.0, 0.0], [0.0, 0.0, 0.0], [0.0, 0.0, 0.0], [0.0, 0.0, 0.0], [0.0, 0.0, 0.0], [0.0, 0.0, 0.0], [0.0, 0.0, 0.0], [0.0, 0.0, 0.0], [0.0, 0.0, 0.0], [0.0, 0.0, 0.0], [0.0, 0.0, 0.0], [0.0, 0.0, 0.0], [0.0, 0.0, 0.0], [0.0, 0.0, 0.0], [0.0, 0.0, 0.0], [0.0, 0.0, 0.0], [0.0, 0.0, 0.0], [0.0, 0.0, 0.0], [0.0, 0.0, 0.0], [0.0, 0.0, 0.0], [0.0, 0.0, 0.0]], "lowdin_spin": [-0.0007, 0.0023, 0.5700, 0.3613, 0.0664, 0.0000, 0.0000, 0.0003, -0.0001, 0.0000, 0.0000, 0.0001, -0.0001, -0.0001, 0.0000, 0.0000, 0.0001, 0.0003, 0.0000, 0.0000, 0.0000, 0.0000, 0.0000, 0.0000, 0.0000, 0.0000, 0.0000, 0.0000, 0.0000, 0.0000, 0.0000, 0.0000, 0.0000, 0.0000, 0.0000, 0.0000, 0.0000, 0.0000, 0.0000], "s2": 0.758, "spin_multiplicity": 2, "largest_force_ha_per_bohr": 0.004, "orbital_gap_ha": [0.235, 0.181], "de_lowest_kcal_mol": 0.0, "charge": -1, "e_tot_ev": -135090.9083}